[1]
Here is a 2-piece molecular cluster, C6H7F overall at a distorted geometry from OMol25. Energies are from wB97M-V/def2-TZVPD.

Last column: Löwdin spin population.
CARTESIAN COORDINATES (ANGSTROEM)
C (-1.855, -1.915, -0.742)  0.517
C (-1.510, -0.856, 0.092)  0.090
C (-1.047, 0.211, 0.541)  0.297
C (1.737, 0.208, -0.357)  0.687
C (-0.733, 1.277, 1.409)  0.066
C (2.431, 0.189, -1.439)  0.070
F (2.279, 0.226, 0.888)  0.162
H (-2.407, -1.640, -1.648)  0.029
H (-1.369, 2.104, 1.237)  0.005
H (-1.024, 1.056, 2.470)  0.008
H (0.354, 1.417, 1.457)  0.022
H (1.771, 0.268, -2.322)  0.008
H (3.433, 0.355, -1.373)  0.013
H (-2.060, -2.900, -0.212)  0.025

LUMO (alpha / beta) in eV: 1.01 / -1.11
ΔE to the lowest compared entry with this formula, charge and spin in kJ/mol: 0.0
Charge: 0
HOMO-LUMO gap (alpha / beta) in Eh: 0.324 / 0.305
2S+1: 3

=====

[2]
Here is C6H7F5NO3 as an isolated structure at a distorted geometry from OMol25. Energies are from wB97M-V/def2-TZVPD.

Last column: natural (NBO) charge in e.
CARTESIAN COORDINATES (ANGSTROEM)
C (2.021, -1.239, 0.047)  0.674
C (-2.135, 1.352, 0.193)  -0.626
C (-2.678, 0.324, -0.890)  -0.427
C (-1.984, -1.005, -0.845)  -0.120
C (2.588, -0.208, 1.054)  0.530
C (2.880, 1.153, 0.270)  0.945
N (0.118, -1.598, 0.043)  0.461
O (2.712, -1.960, -0.536)  -0.277
O (-0.198, -2.642, 0.524)  -0.167
O (-0.582, -0.759, -0.667)  -0.216
F (1.792, 0.059, 2.108)  -0.274
F (3.736, -0.690, 1.565)  -0.256
F (1.728, 1.529, -0.258)  -0.303
F (3.705, 0.817, -0.701)  -0.283
F (3.297, 2.095, 1.094)  -0.258
H (-2.256, 1.038, 1.202)  0.211
H (-1.144, 1.796, 0.161)  0.219
H (-2.838, 2.149, -0.035)  0.237
H (-2.594, 0.860, -1.774)  0.228
H (-3.714, 0.196, -0.717)  0.244
H (-2.326, -1.624, -0.045)  0.219
H (-2.124, -1.643, -1.790)  0.237

LUMO in eV: -6.17
ΔE to the lowest compared entry with this formula, charge and spin in kJ/mol: 0.0
Charge: +1
HOMO-LUMO gap in Eh: 0.344

=====

[3]
Here is one molecule with the formula C6H7FN2O at a distorted geometry from OMol25. Energies are from wB97M-V/def2-TZVPD.

Last column: natural (NBO) charge in e.
CARTESIAN COORDINATES (ANGSTROEM)
C (-1.347, -1.382, 1.544)  -0.284
C (-0.196, -1.488, 0.923)  -0.281
C (-0.184, -1.790, -0.498)  0.384
F (0.593, -2.840, -0.894)  -0.345
N (0.723, -0.431, -1.261)  -0.652
C (0.426, 0.761, -0.712)  0.279
C (1.148, 2.001, -0.787)  -0.400
C (0.282, 2.897, -0.188)  0.142
O (-0.712, 2.258, 0.334)  -0.244
N (-0.719, 1.014, -0.066)  -0.233
H (-1.301, -1.419, 2.662)  0.194
H (-2.273, -1.769, 1.285)  0.194
H (0.695, -1.210, 1.505)  0.231
H (-1.087, -1.836, -1.112)  0.198
H (1.670, -0.698, -1.336)  0.382
H (2.010, 2.034, -1.459)  0.235
H (0.272, 3.897, 0.059)  0.200

LUMO in eV: 0.93
ΔE to the lowest compared entry with this formula, charge and spin in kJ/mol: 334.8
SMILES: C=C[C@H](F)Nc1ccon1
Charge: 0
HOMO-LUMO gap in Eh: 0.350

=====

[4]
Here is one molecule with the formula C6H7I at a distorted geometry from OMol25. Energies are from wB97M-V/def2-TZVPD.

Last column: natural (NBO) charge in e.
CARTESIAN COORDINATES (ANGSTROEM)
C (0.123, -2.242, -0.120)  -0.447
C (-0.067, -0.937, 0.012)  0.103
C (-1.177, -0.078, 0.228)  -0.487
C (-0.654, 1.384, -0.168)  -0.410
C (0.796, 1.516, 0.112)  -0.286
C (1.362, 0.308, 0.106)  -0.165
I (3.472, -0.069, 0.061)  0.139
H (-0.595, -2.980, -0.369)  0.213
H (1.157, -2.538, -0.164)  0.216
H (-1.912, -0.469, -0.434)  0.235
H (-1.586, -0.104, 1.320)  0.234
H (-1.217, 2.035, 0.497)  0.208
H (-0.920, 1.702, -1.171)  0.218
H (1.219, 2.474, 0.091)  0.228

LUMO in eV: 0.50
ΔE to the lowest compared entry with this formula, charge and spin in kJ/mol: 156.5
SMILES: C=C1CCC=C1I
Charge: 0
HOMO-LUMO gap in Eh: 0.341